(1)
ORCA calculation (ωB97M-V/def2-TZVPD) on a structure of composition C10H16CuO2P in a non-equilibrium geometry.

Each line ends with the Löwdin spin population.
CARTESIAN COORDINATES (ANGSTROEM)
1 C -3.62 -1.02 -1.58  -0.010
2 C -2.33 -1.39 -0.62  -0.070
3 C -1.63 -2.88 -0.50  0.389
4 C -0.32 -3.16 0.48  -0.134
5 C 0.36 -1.94 1.39  0.256
6 C -0.38 -0.44 1.27  0.286
7 C 0.19 0.89 2.10  0.027
8 P 1.54 1.68 0.95  0.030
9 O 0.36 2.32 -0.22  0.023
10 C 0.79 1.54 -1.42  0.004
11 C 2.42 1.18 -1.35  0.001
12 O 2.90 1.94 -0.15  0.006
13 C -1.70 -0.17 0.30  0.147
14 H -3.80 0.15 -1.58  0.000
15 H -3.40 -1.31 -2.72  -0.002
16 H -4.56 -1.59 -1.15  -0.003
17 H -2.07 -3.80 -1.11  0.013
18 H 0.14 -4.24 0.56  -0.009
19 H 1.30 -2.12 2.09  0.007
20 H -0.69 1.66 2.29  0.002
21 H 0.68 0.54 3.11  0.003
22 H 1.40 0.44 0.22  0.009
23 H 2.48 1.20 1.93  0.012
24 H 1.52 3.00 1.53  0.000
25 H 0.24 0.52 -1.62  0.001
26 H 0.55 2.19 -2.36  0.001
27 H 2.74 0.05 -1.46  0.000
28 H 2.80 1.62 -2.40  0.000
29 H -2.19 0.90 0.26  0.002
30 Cu 4.29 2.22 1.76  0.007

HOMO energy (alpha / beta)	-0.437 / -0.436	hartree
energy	-2522.15207	a.u.
⟨S²⟩	0.86
2S+1	2
charge	+1
frontier orbital gap (alpha / beta)	7.11 / 5.35	eV

(2)
ORCA calculation (ωB97M-V/def2-TZVPD) on a structure of composition C2H4OTl in a non-equilibrium geometry.

Each line ends with the Löwdin spin population.
CARTESIAN COORDINATES (ANGSTROEM)
1 H -2.81 -1.84 -0.15  0.016
2 C -5.20 -2.61 1.14  0.003
3 H -4.92 -3.63 0.90  0.000
4 H -6.25 -2.38 1.33  0.000
5 C -4.31 -1.62 1.17  0.014
6 O -2.99 -1.79 0.90  0.096
7 Tl -0.98 -1.82 2.27  0.871
8 H -4.60 -0.58 1.33  0.001

HOMO energy (alpha / beta)	-0.170 / -0.373	hartree
energy	-326.21773	a.u.
⟨S²⟩	0.75
2S+1	2
frontier orbital gap (alpha / beta)	4.86 / 10.35	eV
energy above the lowest of the compared OMol25 structures with the same formula, charge and spin	0.0	kcal per mole

(3)
ORCA calculation (ωB97M-V/def2-TZVPD) on the molecule C3H3NO3.

Each line ends with the natural charge from an NBO analysis.
CARTESIAN COORDINATES (ANGSTROEM)
1 N 0.12 0.60 -0.30  -0.695
2 C -0.51 -0.53 0.12  0.551
3 O 0.14 -1.47 0.53  -0.546
4 C 1.56 0.44 -0.23  0.569
5 O 2.26 0.99 0.56  -0.470
6 C -2.04 -0.62 0.05  0.334
7 O -2.57 -1.65 0.37  -0.422
8 H -0.36 1.44 -0.61  0.423
9 H 1.93 -0.30 -0.96  0.138
10 H -2.62 0.26 -0.29  0.119

SMILES	O=CNC(=O)C=O
HOMO energy	-0.383	hartree
energy	-396.56418	a.u.
frontier orbital gap	9.88	eV
energy above the lowest of the compared OMol25 structures with the same formula, charge and spin	37.8	kcal per mole

(4)
ORCA calculation (ωB97M-V/def2-TZVPD) on a structure of composition C14H22HfO5PS2 in a non-equilibrium geometry.

Each line ends with the natural charge from an NBO analysis.
CARTESIAN COORDINATES (ANGSTROEM)
1 Hf 0.31 0.54 0.86  2.275
2 C -1.07 3.63 -1.97  -0.701
3 C -0.13 2.81 -1.07  0.640
4 O -0.66 1.77 -0.47  -0.769
5 C 1.28 3.08 -1.11  -0.319
6 C 1.71 4.32 -1.68  -0.051
7 C 3.00 4.58 -2.04  -0.267
8 C 3.91 3.53 -1.97  -0.100
9 C 3.62 2.30 -1.47  -0.286
10 C 2.29 1.99 -0.98  0.468
11 O 1.87 0.81 -0.51  -0.813
12 H -0.51 3.67 -2.95  0.255
13 H -1.13 4.68 -1.67  0.263
14 H -2.01 3.12 -2.09  0.251
15 H 1.00 5.13 -1.82  0.212
16 H 3.29 5.58 -2.40  0.243
17 H 4.95 3.69 -2.24  0.235
18 H 4.36 1.55 -1.44  0.240
19 O 0.72 -0.32 2.74  -1.034
20 S 0.64 1.14 3.23  2.105
21 O 1.16 1.31 4.53  -0.829
22 O 1.51 1.70 2.11  -0.984
23 S -1.21 1.52 2.68  -0.399
24 C -1.60 -1.30 -1.89  -0.617
25 C -2.11 -2.08 -0.69  -0.703
26 P -0.93 -1.94 0.71  0.803
27 C 0.35 -3.24 0.75  -0.706
28 C -0.12 -4.60 0.27  -0.621
29 C -1.95 -2.02 2.23  -0.703
30 C -2.38 -3.42 2.57  -0.622
31 H -2.18 -1.57 -2.80  0.241
32 H -0.56 -1.50 -2.04  0.211
33 H -1.81 -0.24 -1.76  0.218
34 H -2.20 -3.15 -0.90  0.244
35 H -3.07 -1.80 -0.31  0.248
36 H 0.63 -3.27 1.80  0.259
37 H 1.27 -2.88 0.17  0.253
38 H -1.08 -4.83 0.72  0.217
39 H 0.59 -5.37 0.57  0.241
40 H -0.17 -4.61 -0.83  0.219
41 H -2.78 -1.33 2.16  0.251
42 H -1.30 -1.54 2.97  0.268
43 H -3.12 -3.82 1.84  0.214
44 H -2.83 -3.45 3.54  0.240
45 H -1.53 -4.14 2.65  0.212

HOMO energy	-0.446	hartree
energy	-2108.51221	a.u.
charge	+1
frontier orbital gap	7.94	eV
energy above the lowest of the compared OMol25 structures with the same formula, charge and spin	3.5	kcal per mole

(5)
ORCA calculation (ωB97M-V/def2-TZVPD) on the molecule C3H5ClOS in a non-equilibrium geometry.

Each line ends with the natural charge from an NBO analysis.
CARTESIAN COORDINATES (ANGSTROEM)
1 C -0.40 -0.82 1.16  -0.616
2 C 0.36 -0.64 -0.18  -0.308
3 C -0.16 0.64 -0.88  0.389
4 H -0.16 -1.73 1.74  0.232
5 H -0.25 0.09 1.78  0.222
6 H -1.46 -0.84 0.90  0.230
7 H 0.28 -1.50 -0.89  0.250
8 H 0.11 2.60 -1.75  0.149
9 O -1.30 0.67 -1.28  -0.547
10 S 0.92 2.01 -0.85  0.031
11 Cl 2.06 -0.47 0.26  -0.033

SMILES	C[C@H](Cl)C(=O)S
HOMO energy	-0.367	hartree
energy	-1050.92557	a.u.
frontier orbital gap	10.66	eV
energy above the lowest of the compared OMol25 structures with the same formula, charge and spin	0.0	kcal per mole

(6)
ORCA calculation (ωB97M-V/def2-TZVPD) on the molecule C5H6N2S in a non-equilibrium geometry.

Each line ends with the natural charge from an NBO analysis.
CARTESIAN COORDINATES (ANGSTROEM)
1 C 2.52 -0.94 -0.06  -0.185
2 C 0.35 -0.72 0.05  0.026
3 C 0.77 0.64 -0.03  -0.070
4 C -1.16 -0.77 0.17  -0.430
5 C -1.62 0.74 -0.09  -0.186
6 N 1.38 -1.62 -0.02  -0.378
7 N -0.25 1.52 0.18  -0.616
8 S 2.44 0.82 -0.04  0.408
9 H 3.40 -1.49 -0.30  0.212
10 H -1.83 -1.38 -0.61  0.222
11 H -1.46 -1.19 1.22  0.219
12 H -2.02 0.90 -1.02  0.187
13 H -2.33 1.01 0.71  0.204
14 H -0.20 2.48 -0.17  0.386

SMILES	c1nc2c(s1)NCC2
HOMO energy	-0.273	hartree
energy	-701.77067	a.u.
frontier orbital gap	8.12	eV
energy above the lowest of the compared OMol25 structures with the same formula, charge and spin	42.8	kcal per mole

(7)
ORCA calculation (ωB97M-V/def2-TZVPD) on the molecule C9H10NO3P in a non-equilibrium geometry.

Each line ends with the natural charge from an NBO analysis.
CARTESIAN COORDINATES (ANGSTROEM)
1 C 2.08 1.29 -2.74  -0.201
2 C 2.33 1.46 -1.32  -0.182
3 C 0.80 1.13 -3.26  -0.165
4 C 1.27 1.28 -0.43  -0.207
5 C -0.26 1.00 -2.36  -0.142
6 C 0.00 1.04 -0.98  -0.339
7 C -1.71 0.60 -2.80  0.679
8 C -0.16 -1.69 2.22  -0.642
9 C -1.53 -1.18 1.68  -0.073
10 N -2.47 0.37 -1.71  -0.934
11 O -1.98 0.48 -4.00  -0.578
12 O -2.27 1.64 0.69  -1.055
13 O -1.71 -0.89 0.29  -0.802
14 P -1.72 0.67 -0.22  2.258
15 H 2.81 1.23 -3.44  0.212
16 H 3.35 1.84 -0.95  0.232
17 H 0.55 1.12 -4.38  0.251
18 H 1.33 1.44 0.57  0.217
19 H 0.06 -2.67 1.74  0.214
20 H 0.70 -1.07 2.19  0.213
21 H -0.31 -2.01 3.19  0.222
22 H -1.94 -0.31 2.25  0.202
23 H -2.35 -2.08 1.78  0.184
24 H -3.42 0.13 -1.76  0.437

SMILES	CCO[P@]1(=O)NC(=O)c2ccccc21
HOMO energy	-0.361	hartree
energy	-970.83381	a.u.
frontier orbital gap	10.02	eV
energy above the lowest of the compared OMol25 structures with the same formula, charge and spin	0.0	kcal per mole